1.
Molecular formula: C43H53ClCrN8OSe
Method: DFT, ωB97M-V/def2-TZVPD

The geometry in XYZ format:
```
108
Properties=species:S:1:pos:R:3:forces:R:3
Cr -1.1957 -1.4763 0.4456 4.24 -1.06 -2.25
C -1.6074 -5.8629 0.0209 -0.26 -0.10 0.26
C -2.3555 -4.7356 -0.7028 -0.03 -0.73 -0.25
C -1.3937 -3.7968 -1.4233 -0.01 0.26 0.06
N -1.7354 -2.4050 -1.2396 0.79 0.06 1.51
C -2.1395 -1.5996 -2.1675 -1.92 0.66 -4.97
C -2.7062 -2.1095 -3.4581 2.37 -1.20 5.49
C -3.1954 -1.5190 -4.5499 -1.41 3.16 -3.27
C -3.3402 -0.1288 -4.8368 -0.55 -3.36 -1.26
C -3.0170 0.8916 -4.0456 0.67 2.18 1.37
C -2.4211 0.8755 -2.7422 0.25 1.00 -0.21
C -2.0102 -0.0886 -1.8928 -1.82 -3.33 0.59
N -1.4299 0.0927 -0.6591 -11.84 2.60 2.96
C -1.9515 1.1971 0.1470 -0.72 0.02 0.14
C -3.4526 1.0601 0.4877 -0.27 0.75 -0.24
C -4.0081 -0.3682 0.6282 -0.07 0.56 -0.30
N -3.0046 -1.2172 1.2151 -0.72 -1.08 0.49
C -3.2393 -2.1342 2.0753 -1.03 -0.17 1.33
C -4.6071 -2.6064 2.4420 1.12 0.43 -0.85
C -5.0475 -2.9461 3.6577 0.05 0.20 0.60
C -4.2941 -2.8489 4.8772 -1.08 0.19 0.15
C -2.9696 -2.9931 4.9799 1.11 -0.10 -0.82
C -2.0430 -3.2857 3.9137 0.39 -0.51 1.37
C -2.0535 -2.8939 2.6220 -1.12 0.37 -2.08
N -1.1462 -3.0636 1.6141 -1.18 -1.93 1.49
C -0.3332 -4.2870 1.7035 -0.30 0.02 -0.05
C -1.1581 -5.5689 1.4631 0.11 -0.14 0.00
H -0.7403 -6.1792 -0.5724 -0.06 0.12 -0.06
H -2.2716 -6.7359 0.0649 0.15 0.01 0.05
H -3.0284 -4.2117 -0.0178 0.28 0.13 0.00
H -3.0062 -5.1875 -1.4627 -0.01 0.03 0.11
H -1.2946 -4.0986 -2.4713 -0.26 0.32 -0.04
H -0.3740 -3.9181 -1.0445 -0.07 -0.03 0.30
H -2.7765 -3.1897 -3.4661 0.03 -0.11 0.10
H -3.5679 -2.1754 -5.3324 0.06 -0.01 0.04
H -3.7814 0.0997 -5.8027 -0.01 0.01 0.01
H -3.2073 1.8959 -4.4164 0.01 -0.06 0.01
H -2.2401 1.8891 -2.3866 -0.17 0.01 0.22
H -1.7569 2.1900 -0.2762 -0.10 0.13 -0.48
H -1.4078 1.2046 1.1026 -0.32 0.17 -0.88
H -4.0511 1.5858 -0.2673 -0.04 -0.20 0.04
H -3.6278 1.6016 1.4269 0.06 -0.11 -0.03
H -4.2971 -0.7580 -0.3534 0.22 -0.05 -0.05
H -4.9273 -0.3101 1.2225 0.18 -0.22 0.10
H -5.2715 -2.6497 1.5877 -0.16 -0.10 0.00
H -6.0805 -3.2595 3.7601 -0.10 0.11 -0.08
H -4.8687 -2.6481 5.7751 0.01 -0.18 0.05
H -2.5056 -2.9049 5.9576 -0.14 -0.20 0.05
H -1.1542 -3.8104 4.2512 0.17 0.22 -0.03
H 0.1912 -4.3755 2.6633 -0.15 0.10 0.14
H 0.4783 -4.2557 0.9660 -0.21 0.14 0.00
H -2.0440 -5.5847 2.1097 0.12 0.23 0.01
H -0.5453 -6.4211 1.7862 -0.03 0.05 0.03
C 4.7750 4.2858 -3.3348 -0.29 -0.02 0.25
C 3.7372 3.2062 -3.7383 0.03 0.10 -0.48
C 2.7385 3.8634 -4.7148 -0.08 -0.07 0.13
C 4.5368 2.1360 -4.5295 -0.13 -0.16 0.23
C 3.0032 2.5662 -2.4558 0.48 0.52 0.24
O 4.0259 1.9094 -1.7035 -0.23 -0.09 0.05
C 2.3426 3.6871 -1.5839 0.00 -0.03 -0.28
C 1.7514 3.3456 -0.2055 -0.26 0.00 0.02
C 2.7280 2.9048 0.8551 0.17 -0.41 0.25
C 3.7564 3.7540 1.2896 -0.05 -0.53 0.21
C 4.6487 3.3371 2.2811 -0.10 0.09 -0.15
C 4.5114 2.0739 2.8521 -0.64 0.28 -0.68
Cl 5.6071 1.5646 4.0768 0.34 -0.13 0.35
C 3.4875 1.2258 2.4430 -0.13 0.14 -0.20
C 2.5973 1.6426 1.4514 0.57 0.32 -0.03
C 1.9510 1.5022 -2.9224 0.27 -0.02 -0.32
N 1.5078 0.5117 -1.9624 -0.69 -0.21 0.27
C 0.2654 0.3884 -1.4136 3.30 2.54 -1.33
N 0.2113 -0.6992 -0.6802 7.18 -3.17 -0.48
C 1.4297 -1.2735 -0.8983 2.11 -0.17 -0.96
N 2.2393 -0.5915 -1.7094 -0.60 -0.69 1.13
H 5.3600 4.6128 -4.2032 -0.18 -0.23 0.05
H 5.4847 3.9092 -2.5914 -0.06 0.01 -0.07
H 4.2999 5.1865 -2.9348 0.02 -0.10 0.02
H 3.2614 4.2920 -5.5783 0.03 -0.10 0.16
H 2.1826 4.6785 -4.2419 0.03 -0.08 -0.01
H 2.0163 3.1408 -5.1072 0.05 0.05 0.05
H 5.1162 2.5981 -5.3383 -0.18 0.13 0.17
H 3.8885 1.3964 -5.0069 0.02 0.03 0.10
H 5.2473 1.6046 -3.8878 -0.21 0.08 -0.01
H 4.4758 2.5442 -1.1215 -0.41 -0.23 -0.21
H 1.5372 4.1498 -2.1673 0.14 -0.06 -0.02
H 3.0770 4.4770 -1.4011 0.09 -0.08 -0.21
H 0.9384 2.6268 -0.3051 0.13 -0.17 0.09
H 1.2620 4.2516 0.1797 0.09 0.02 -0.24
H 3.8674 4.7501 0.8675 -0.03 -0.09 0.02
H 5.4428 4.0025 2.6082 -0.10 -0.14 0.02
H 3.3725 0.2407 2.8870 0.01 0.17 -0.01
H 1.8007 0.9660 1.1499 0.07 0.12 0.04
H 2.3399 0.9026 -3.7501 0.16 0.29 0.07
H 1.0540 2.0062 -3.3023 0.16 0.00 0.22
H -0.5316 1.1026 -1.5628 2.38 1.12 -0.99
H 1.7321 -2.2166 -0.4628 0.03 0.23 -0.19
Se -0.3825 -0.1604 2.3701 1.61 0.51 2.64
C 0.2516 0.8623 3.8650 -0.25 -0.54 -0.65
C 0.7186 0.2136 5.0117 0.22 0.34 0.52
C 1.1761 0.9762 6.0897 -0.79 1.51 -1.96
N 1.1645 2.3345 6.0172 0.16 0.29 0.38
C 0.7143 2.9856 4.9110 0.15 -2.54 0.43
C 0.2485 2.2590 3.8119 0.21 0.31 0.50
H 0.7273 -0.8673 5.0683 -0.05 0.01 -0.11
H 1.5404 0.4882 6.9838 0.08 0.27 0.16
H 0.7180 4.0672 4.8844 0.13 0.04 0.29
H -0.1100 2.7761 2.9311 0.00 -0.07 -0.04
H 0.1688 -2.4729 0.5506 -1.21 1.32 -0.29
```
Forces are in eV/Å.

Values from the calculation:
spin multiplicity	4
⟨S²⟩	3.9471
total charge	-1
electronic energy	-165701.308	eV
molecular weight	864.4	g mol⁻¹

---

2.
Molecular formula: C43H54AsCl4GeN2O7P2S3SiTi
Method: DFT, ωB97M-V/def2-TZVPD

The geometry in XYZ format:
```
119
Properties=species:S:1:pos:R:3:forces:R:3
Ti -0.1655 0.0962 0.3341 -0.10 -0.06 1.30
S -0.6299 1.5085 4.8440 -0.02 -0.08 -0.03
C -0.3203 0.9263 3.3329 -0.04 0.17 0.01
S 0.1186 1.9215 1.9741 -0.12 -0.07 -0.11
S -0.5222 -0.6742 2.7695 0.05 0.11 -0.37
N 2.3859 -3.5835 -1.7555 0.10 -0.20 0.11
C 1.1652 -2.7308 -2.0354 -0.12 -0.03 0.02
C 0.5977 -3.1253 -3.3905 -0.02 -0.02 -0.01
P 1.8207 -0.9785 -2.0363 0.48 -0.03 0.40
O 2.9722 -1.1267 -0.9843 0.17 -0.34 -0.84
O 2.2222 -0.6874 -3.4229 -0.05 0.03 -0.08
O 0.7894 -0.0809 -1.3366 -0.21 -0.13 -0.30
P 0.0237 -3.1765 -0.6249 0.15 0.02 0.08
O -1.3743 -3.5602 -1.2908 -0.05 -0.01 -0.08
O 0.6306 -4.4169 -0.0550 -0.02 0.00 -0.01
O -0.1492 -1.9605 0.2448 0.04 -0.16 -0.07
H 3.1018 -2.9780 -1.3114 -0.08 0.02 0.01
H 2.7504 -4.0043 -2.6060 0.03 0.04 0.04
H 2.0616 -4.2982 -1.0539 0.04 0.10 -0.13
H 1.3252 -2.8987 -4.1716 0.00 0.00 -0.01
H -0.2959 -2.5394 -3.5971 -0.02 0.01 -0.01
H 0.3111 -4.1799 -3.4118 -0.01 -0.01 0.01
H 2.5682 -0.7594 0.0088 -0.21 0.23 0.54
H -1.9045 -2.7749 -1.5154 -0.02 0.03 0.04
Cl -0.7098 2.2050 -0.9775 0.39 0.12 0.10
Cl 0.7379 5.2036 -1.0824 -0.02 0.06 0.03
Ge 1.6748 3.3510 -0.3006 -0.26 0.38 -0.39
Cl 2.8054 2.6372 -2.0229 0.06 -0.11 -0.05
Cl 3.2429 4.3679 0.9017 0.12 -0.08 0.20
C 4.7579 -0.8354 4.5003 0.00 0.00 -0.03
C 3.3637 -0.5141 3.9327 -0.13 0.06 -0.01
C 2.8548 0.8017 4.5603 0.00 -0.01 0.00
C 2.4499 -1.6651 4.3786 -0.03 -0.03 -0.03
Si 3.4587 -0.4315 2.0239 0.18 0.03 0.10
O 2.1062 -0.3316 1.1156 0.17 -0.02 -0.13
C 4.7358 0.8848 1.5100 0.03 -0.04 0.02
C 5.1938 0.8926 0.1867 -0.03 -0.03 -0.03
C 6.1598 1.7878 -0.2491 -0.02 0.01 -0.03
C 6.7113 2.7028 0.6329 0.01 0.02 0.01
C 6.2721 2.7250 1.9466 0.01 0.00 -0.01
C 5.2959 1.8338 2.3688 -0.02 -0.01 -0.02
C 4.2598 -2.1082 1.5833 -0.05 0.02 -0.07
C 5.6285 -2.3017 1.3970 0.02 0.03 0.00
C 6.1542 -3.5576 1.1184 0.01 -0.01 -0.01
C 5.3155 -4.6597 1.0233 0.00 0.01 0.00
C 3.9484 -4.4936 1.2090 -0.01 -0.01 -0.03
C 3.4339 -3.2320 1.4791 -0.04 -0.01 0.01
H 4.6950 -0.8352 5.5948 0.02 0.00 0.02
H 5.5195 -0.1111 4.2091 0.01 0.04 -0.02
H 5.1025 -1.8237 4.1885 -0.01 -0.02 -0.01
H 2.2348 0.5897 5.4344 0.01 0.01 0.02
H 2.2449 1.4045 3.8882 -0.02 0.00 -0.03
H 3.6813 1.4284 4.8966 0.07 0.04 -0.01
H 2.4704 -1.7293 5.4732 0.00 0.00 0.02
H 2.7912 -2.6251 3.9860 0.02 -0.03 0.00
H 1.4158 -1.5203 4.0708 0.08 0.01 0.03
H 4.7808 0.1938 -0.5286 -0.05 -0.04 -0.02
H 6.4641 1.7800 -1.2884 0.01 -0.01 -0.02
H 7.4601 3.4084 0.2935 0.01 0.02 -0.01
H 6.6731 3.4523 2.6424 0.00 0.02 0.01
H 4.9555 1.9041 3.3892 -0.04 -0.02 0.11
H 6.3000 -1.4526 1.4626 0.00 0.02 0.00
H 7.2217 -3.6757 0.9746 0.03 0.00 -0.01
H 5.7240 -5.6408 0.8110 0.01 -0.02 0.00
H 3.2762 -5.3417 1.1430 -0.03 0.00 0.00
H 2.3613 -3.1226 1.6056 -0.03 0.00 -0.04
C -7.2062 4.3671 -1.4976 -0.01 -0.01 -0.01
C -6.3069 3.4680 -0.6926 -0.02 -0.01 0.00
C -5.1015 3.9251 -0.1877 0.00 -0.04 0.02
C -4.2533 3.1092 0.5547 -0.06 0.00 0.01
C -3.0573 3.7828 1.1818 0.06 -0.04 0.00
C -4.5809 1.7460 0.7571 0.01 0.06 -0.09
As -3.0680 0.7520 1.6402 0.00 -0.04 -0.03
N -2.1506 -0.0895 0.2020 -0.46 0.09 -0.10
C -2.7969 -0.5302 -0.9457 -0.03 0.26 0.16
C -2.1455 -0.6350 -2.1894 0.09 0.13 -0.11
C -2.8181 -1.0815 -3.3210 0.01 -0.04 0.02
C -4.1545 -1.4462 -3.2725 -0.03 0.02 0.04
C -4.8154 -1.3389 -2.0528 0.07 -0.01 -0.06
C -4.1547 -0.8868 -0.9284 0.06 -0.25 0.10
C -4.0226 -0.6177 2.7144 0.13 -0.06 0.00
C -3.9023 -2.0138 2.6545 -0.04 -0.04 0.00
C -3.1333 -2.7552 1.5950 0.07 0.06 0.00
C -4.5163 -2.7907 3.6392 0.00 0.03 0.00
C -5.2258 -2.2388 4.6900 -0.01 -0.01 -0.01
C -5.8659 -3.1003 5.7451 -0.01 -0.01 0.00
C -5.2994 -0.8559 4.7597 -0.02 0.02 -0.02
C -4.6983 -0.0420 3.8093 -0.08 -0.02 0.03
C -4.7694 1.4490 4.0267 0.04 0.03 -0.01
C -5.8647 1.3234 0.3680 -0.03 -0.02 0.03
C -6.5192 0.0118 0.7476 -0.11 0.01 0.07
C -6.6858 2.1803 -0.3639 -0.01 0.00 -0.02
H -6.6301 5.1341 -2.0150 0.01 0.01 -0.01
H -7.9327 4.8751 -0.8580 -0.01 0.00 0.01
H -7.7645 3.7993 -2.2432 0.00 -0.01 0.00
H -4.8077 4.9547 -0.3595 0.01 0.03 -0.01
H -3.1503 4.8630 1.0656 0.02 0.01 0.00
H -2.1173 3.4795 0.7291 0.07 -0.06 -0.03
H -2.9808 3.5546 2.2465 -0.01 0.00 -0.01
H -1.1226 -0.2973 -2.2916 -0.07 -0.02 0.02
H -2.2772 -1.1211 -4.2596 0.00 -0.01 -0.02
H -4.6703 -1.7919 -4.1587 -0.01 -0.01 -0.01
H -5.8601 -1.6171 -1.9721 -0.03 0.00 -0.02
H -4.6763 -0.8367 0.0130 0.21 -0.10 -0.20
H -2.1391 -2.3374 1.4501 -0.06 -0.01 -0.01
H -3.6379 -2.7282 0.6296 -0.03 -0.01 -0.02
H -3.0252 -3.8020 1.8794 0.02 -0.01 0.00
H -4.4130 -3.8691 3.5792 0.00 -0.03 0.00
H -5.7181 -4.1583 5.5279 0.00 -0.01 0.00
H -6.9406 -2.9158 5.8113 -0.01 0.00 0.00
H -5.4394 -2.8974 6.7298 0.01 0.00 0.01
H -5.8179 -0.3889 5.5914 -0.02 0.01 0.02
H -5.3996 1.6685 4.8886 0.00 0.01 0.02
H -5.1770 1.9811 3.1652 -0.01 -0.01 0.01
H -3.7714 1.8531 4.2223 0.00 -0.01 -0.02
H -5.9345 -0.5846 1.4407 -0.06 0.04 0.00
H -6.7345 -0.5924 -0.1366 -0.04 0.04 0.02
H -7.4753 0.2280 1.2293 -0.02 0.00 0.03
H -7.6594 1.8145 -0.6784 -0.03 -0.01 -0.01
```
Forces are in eV/Å.

Values from the calculation:
ΔE to the lowest compared entry with this formula, charge and spin	7.92	kcal per mole
spin multiplicity	2
⟨S²⟩	0.7543
total charge	-2
molecular weight	1234.4	g mol⁻¹